No. 1
Below is C2H3FO3S as an isolated structure in a non-equilibrium geometry, with properties calculated with wB97M-V/def2-TZVPD.

The geometry in XYZ format:
```
10
Properties=species:S:1:pos:R:3:forces:R:3
C -0.379 -0.331 -0.315 0.849 0.276 1.311
C 0.043 1.068 0.065 0.189 3.676 0.734
O -1.398 0.998 -2.467 0.039 -0.251 -1.005
O -1.764 -0.361 -0.365 -0.860 1.357 -0.969
O -1.156 2.031 -0.286 1.338 -2.883 0.766
F 1.058 1.439 -0.761 0.203 -0.024 -0.183
S -2.111 1.097 -1.234 -0.377 -0.156 1.211
H 0.121 -0.418 -1.255 0.013 -0.761 -0.890
H -0.002 -1.056 0.395 -0.093 -0.189 0.094
H 0.436 1.431 1.078 -1.301 -1.045 -1.070
```
Positions in Å, forces in eV/Å.

Values from the calculation:
E_HOMO = -10.91 eV
HOMO-LUMO gap = 11.728 eV
DFT total energy = -801.7315 Ha
LUMO energy = 0.03014 Ha
energy above the lowest of the compared OMol25 structures with the same formula, charge and spin = 21.0 kcal/mol
multiplicity = 1



No. 2
Below is C6H6CuLiO2 as an isolated structure in a non-equilibrium geometry, with properties calculated with wB97M-V/def2-TZVPD.

The geometry in XYZ format:
```
16
Properties=species:S:1:pos:R:3:forces:R:3
C -0.924 -0.711 2.441 -0.665 0.490 0.822
C 0.168 -0.820 1.659 1.345 0.281 -1.483
C 0.877 0.252 0.951 0.298 -2.834 0.950
H -1.344 -1.598 2.916 0.059 0.186 -0.054
H -1.388 0.252 2.671 0.015 -0.198 0.028
H 0.589 -1.813 1.480 0.016 0.258 0.057
H 1.809 0.014 0.431 -0.202 0.064 -0.124
C 0.691 1.557 1.187 -0.823 5.026 0.878
O 0.519 2.680 1.371 0.492 -3.118 -0.523
O -1.095 -0.168 -1.820 1.283 0.417 0.062
C -0.006 0.160 -2.182 -1.152 0.085 1.498
C 1.256 0.430 -2.332 -0.300 -0.893 -1.534
Li -1.653 -0.588 0.076 -0.613 -0.224 -0.896
Cu -2.729 -0.679 -3.478 -0.442 -0.180 -0.270
H 1.649 -0.433 -2.942 0.469 0.973 0.630
H 1.580 1.466 -2.428 0.222 -0.333 -0.042
```
Positions in Å, forces in eV/Å.

Values from the calculation:
⟨S²⟩ = 2.0239
total charge = +2
E_HOMO (alpha / beta) = -12.47 / -15.70 eV
HOMO-LUMO gap (alpha / beta) = 3.193 / 2.970 eV
DFT total energy = -2029.8682 Ha
LUMO energy (alpha / beta) = -0.34092 / -0.46790 Ha
energy above the lowest of the compared OMol25 structures with the same formula, charge and spin = 0.0 kcal/mol
multiplicity = 3



No. 3
Below is C18H23Cl2F24NbO4P as an isolated structure in a non-equilibrium geometry, with properties calculated with wB97M-V/def2-TZVPD.

The geometry in XYZ format:
```
73
Properties=species:S:1:pos:R:3:forces:R:3
C 0.631 7.287 -0.994 -0.084 0.038 0.085
C 1.652 6.245 -1.482 0.018 -0.031 -0.229
C 1.091 4.813 -1.391 -1.193 -0.508 0.597
Cl 2.302 3.649 -0.673 0.106 0.099 -0.133
Nb 0.324 4.235 -3.469 0.565 0.025 0.335
P 2.529 4.380 -4.818 -0.578 0.201 0.153
O 3.418 5.766 -4.691 0.216 0.083 0.156
Cl 3.863 2.981 -3.968 0.264 -0.115 0.104
H -0.325 7.197 -1.533 0.316 -0.042 0.118
H 1.000 8.315 -1.149 -0.073 -0.357 0.072
H 0.422 7.149 0.081 0.085 0.061 -0.376
H 2.572 6.294 -0.875 -0.270 0.049 -0.222
H 1.950 6.491 -2.522 -0.027 -0.106 0.349
H 0.275 4.789 -0.650 0.409 0.080 -0.164
H 0.241 5.862 -4.354 0.250 -0.541 -0.469
H -0.706 3.479 -4.797 -0.346 -0.117 0.774
H 0.661 2.434 -3.158 0.355 0.205 -0.773
H -1.246 4.710 -2.695 0.268 0.712 -0.262
H 4.255 5.703 -5.169 -0.220 -0.020 -0.075
C 3.929 -0.990 -2.429 0.190 0.170 0.093
C 3.237 -1.407 -3.734 -0.019 0.128 0.037
C 1.919 -0.692 -4.048 0.220 0.041 -0.083
F 0.992 -0.990 -3.117 -0.045 -0.048 0.088
F 1.462 -1.124 -5.245 0.011 0.002 -0.037
F 3.083 -2.745 -3.804 0.019 -0.088 0.064
F 4.102 -1.034 -4.728 -0.091 -0.069 0.035
O 3.692 -1.823 -1.297 -0.304 -0.289 -0.261
C 2.686 -1.594 -0.416 0.090 0.097 0.294
C 1.715 -2.791 -0.297 0.180 0.149 0.022
F 1.176 -3.102 -1.487 -0.009 -0.026 -0.077
F 0.712 -2.447 0.547 0.040 -0.027 -0.012
F 2.024 -0.454 -0.646 -0.021 -0.012 -0.056
F 3.244 -1.479 0.835 -0.065 0.026 -0.181
H 4.993 -1.101 -2.636 -0.028 0.021 0.107
H 3.727 0.062 -2.220 -0.063 -0.041 0.016
H 2.096 0.382 -4.073 -0.196 0.220 -0.060
H 2.246 -3.657 0.102 0.001 -0.014 0.010
C 0.869 0.284 2.817 0.172 -0.014 -0.169
C -0.339 -0.437 3.421 -0.212 -0.275 -0.022
C -1.733 -0.051 2.903 0.192 -0.171 -0.103
F -2.021 1.229 3.189 -0.039 0.076 0.044
F -2.649 -0.839 3.523 -0.077 0.044 0.127
F -0.317 -0.371 4.767 0.014 0.048 0.058
F -0.213 -1.764 3.080 0.038 0.237 0.045
O 1.378 1.353 3.596 -0.227 -0.048 0.313
C 0.954 2.645 3.462 0.100 0.081 -0.002
C 0.382 3.191 4.790 0.094 -0.133 -0.089
F -0.647 2.432 5.218 0.009 -0.004 -0.015
F -0.073 4.448 4.596 0.017 0.027 -0.032
F 0.085 2.804 2.458 -0.040 -0.023 -0.023
F 2.039 3.412 3.203 -0.036 -0.018 -0.102
H 1.662 -0.464 2.818 0.024 0.083 -0.056
H 0.674 0.567 1.782 -0.029 0.086 0.051
H -1.802 -0.221 1.827 0.001 0.048 -0.022
H 1.168 3.203 5.547 -0.009 -0.019 0.021
C -2.793 -5.777 0.632 0.190 0.115 -0.192
C -3.623 -6.969 1.119 -0.090 -0.176 -0.099
C -5.063 -7.101 0.596 0.154 0.042 -0.001
F -5.813 -6.054 0.989 -0.037 0.036 0.025
F -5.611 -8.226 1.106 -0.014 -0.055 0.026
F -3.614 -7.053 2.459 0.032 0.003 0.058
F -2.983 -8.080 0.618 -0.067 0.088 0.071
O -2.724 -4.665 1.502 -0.241 -0.260 0.348
C -3.611 -3.630 1.448 0.147 0.227 -0.016
C -4.339 -3.427 2.794 0.162 -0.019 -0.135
F -4.986 -4.558 3.144 -0.005 -0.037 0.005
F -5.253 -2.445 2.649 0.006 0.014 -0.013
F -4.485 -3.754 0.435 -0.050 -0.039 -0.019
F -2.903 -2.494 1.230 -0.076 -0.060 -0.136
H -1.774 -6.162 0.591 -0.020 0.103 -0.029
H -3.093 -5.497 -0.379 -0.036 0.027 0.054
H -5.069 -7.168 -0.494 -0.006 0.023 -0.021
H -3.620 -3.152 3.566 -0.012 -0.014 0.015
```
Positions in Å, forces in eV/Å.

Values from the calculation:
total charge = -1
E_HOMO = -4.55 eV
HOMO-LUMO gap = 6.500 eV
DFT total energy = -4716.0603 Ha
LUMO energy = 0.07170 Ha
multiplicity = 1



No. 4
Below is a 6-piece molecular cluster, C4H20N8O6 overall in a non-equilibrium geometry, with properties calculated with wB97M-V/def2-TZVPD.

The geometry in XYZ format:
```
38
Properties=species:S:1:pos:R:3:forces:R:3
C 1.802 -0.445 3.314 1.917 -3.020 0.825
O 2.455 -1.251 2.706 1.870 -0.793 -1.693
N 1.949 -0.225 4.601 1.277 0.581 3.857
N 0.763 0.158 2.914 -6.071 2.986 -2.984
H 1.189 0.266 5.051 0.968 -0.012 0.517
H 2.832 -0.416 5.052 -0.467 0.028 0.033
H 0.125 0.477 3.628 0.132 0.337 -0.420
H 0.244 -0.128 2.096 0.554 -0.081 -0.370
C -4.679 -0.496 -2.775 -1.240 5.851 -1.364
O -5.506 0.313 -3.249 0.526 -1.034 0.098
N -3.455 -0.168 -2.442 2.785 1.117 0.116
N -4.945 -1.684 -2.449 -2.985 -5.970 0.605
H -3.126 0.683 -2.876 0.527 0.123 0.324
H -2.837 -0.966 -2.473 0.588 0.593 0.046
H -4.281 -2.304 -2.009 -0.468 -0.008 -0.287
H -5.805 -1.971 -2.895 0.102 -0.811 0.593
C 0.832 -3.239 0.489 -3.271 -2.967 2.031
O -0.288 -3.779 0.680 1.176 0.491 -0.933
N 1.035 -2.034 0.092 -0.032 2.842 -1.525
N 1.956 -3.831 0.844 3.396 -2.853 1.042
H 0.268 -1.582 -0.384 0.572 0.779 0.291
H 1.947 -1.685 0.350 -0.524 1.002 -0.542
H 2.889 -3.453 0.765 -0.514 0.522 -0.234
H 2.022 -4.777 1.194 -0.890 0.294 -0.024
C 2.855 3.081 -0.019 2.345 1.717 -0.556
O 3.906 3.050 0.557 2.681 0.499 1.898
N 2.003 2.167 0.006 -4.277 -5.337 1.022
N 2.479 4.051 -0.819 0.506 4.013 -2.540
H 2.072 1.531 0.787 -0.490 -0.394 -0.595
H 1.323 2.144 -0.740 -0.465 -0.636 0.697
H 1.731 3.943 -1.489 -0.086 -0.092 0.131
H 3.273 4.570 -1.168 -0.257 0.230 -0.053
O -1.451 1.851 -2.585 -0.342 -0.854 1.035
H -0.967 1.655 -3.387 0.717 -0.135 -0.901
H -1.609 2.794 -2.624 -0.068 1.034 -0.047
O -0.650 0.577 -0.076 0.483 -0.545 0.842
H -1.435 0.121 0.227 -0.411 -0.085 0.008
H -0.918 1.000 -0.891 -0.265 0.588 -0.946
```
Positions in Å, forces in eV/Å.

Values from the calculation:
⟨S²⟩ = 0.7504
total charge = -1
E_HOMO (alpha / beta) = -0.16 / -6.84 eV
HOMO-LUMO gap (alpha / beta) = 2.686 / 9.311 eV
DFT total energy = -1053.9631 Ha
LUMO energy (alpha / beta) = 0.09296 / 0.09082 Ha
energy above the lowest of the compared OMol25 structures with the same formula, charge and spin = 15.7 kcal/mol
multiplicity = 2